[1]
20 unconnected molecules or ions with the total composition C60H160O20. Source: the Open Molecules 2025 dataset; level of theory: ωB97M-V with the def2-TZVPD basis set.

Each line ends with the Mulliken charge.
Element x y z (Å)
C  3.5413  -5.8016  -0.6503  -1.316
C  4.9715  -5.3783  -0.9232  0.534
C  5.5654  -6.2529  -2.0090  -1.487
O  4.9740  -3.9569  -1.3297  -0.376
H  3.5030  -6.7250  -0.1013  0.506
H  3.0373  -6.1339  -1.5713  0.426
H  2.9325  -5.0449  -0.1486  0.087
H  5.5500  -5.4015  -0.0007  0.514
H  6.5758  -5.8772  -2.1677  0.365
H  4.9672  -6.1518  -2.9069  0.273
H  5.5904  -7.2874  -1.6635  0.436
H  4.8111  -4.0217  -2.2874  -0.145
C  4.5120  -1.3667  2.9922  -0.800
C  4.9063  -2.5432  2.0957  0.401
C  4.2531  -3.8663  2.5623  -1.089
O  4.3758  -2.1904  0.7960  0.171
H  4.8455  -1.5021  4.0220  0.589
H  3.4312  -1.3324  3.0599  -0.358
H  4.9761  -0.4854  2.5530  0.333
H  6.0010  -2.6218  2.0808  0.345
H  4.6416  -4.1574  3.5474  0.464
H  4.4968  -4.7073  1.9168  0.173
H  3.1805  -3.7252  2.5265  -0.008
H  4.5563  -2.8666  0.1046  -0.125
C  0.0532  -1.2304  -0.8828  -1.737
C  -0.2844  -0.2528  0.2397  1.508
C  1.0676  0.3528  0.6953  -0.197
O  -1.1757  0.7511  -0.2918  0.869
H  -0.8611  -1.8322  -1.0075  -0.242
H  0.8472  -1.8985  -0.5837  0.550
H  0.2666  -0.6803  -1.7852  0.278
H  -0.7285  -0.8106  1.0622  0.040
H  0.8971  1.1864  1.3839  -0.709
H  1.6411  0.6435  -0.1765  -0.148
H  1.6094  -0.4046  1.2712  0.251
H  -1.4233  1.3669  0.4313  -0.727
C  3.8174  -4.2689  -6.1714  -1.320
C  3.8114  -3.4195  -4.9397  0.614
C  2.6179  -3.7472  -4.0966  -0.824
O  4.9914  -3.6797  -4.1596  -0.503
H  3.0419  -3.9034  -6.8223  0.247
H  3.6920  -5.3248  -5.9165  0.306
H  4.7935  -4.1931  -6.6687  0.460
H  3.7763  -2.3412  -5.0985  0.256
H  1.7174  -3.4023  -4.6231  0.132
H  2.6491  -3.2282  -3.1299  0.079
H  2.6212  -4.8307  -3.9388  0.311
H  5.7438  -3.4374  -4.7134  0.261
C  1.8472  2.9987  -2.8821  -1.108
C  1.3065  3.9643  -3.9593  0.841
C  2.2324  3.9916  -5.1653  -1.683
O  0.0090  3.5701  -4.3210  -0.596
H  2.8652  3.2440  -2.6269  0.681
H  1.9285  1.9989  -3.3392  0.279
H  1.1706  2.9105  -2.0340  -0.159
H  1.1744  4.9643  -3.5180  0.196
H  1.8703  4.7478  -5.8771  0.392
H  2.2001  3.0098  -5.6297  0.341
H  3.2644  4.2473  -4.9145  0.415
H  -0.2451  2.7343  -3.8813  -0.036
C  -4.6027  -0.6580  4.9426  -0.625
C  -5.6172  -1.4426  5.7640  0.257
C  -5.8928  -0.8028  7.1618  -1.287
O  -6.8287  -1.4289  4.9902  -0.535
H  -4.9762  0.3570  4.7658  0.153
H  -4.5085  -1.1898  3.9952  0.103
H  -3.6406  -0.6368  5.4367  0.272
H  -5.3041  -2.4904  5.8455  0.226
H  -6.1306  0.2426  6.9822  0.331
H  -4.9661  -0.7656  7.7318  0.347
H  -6.7014  -1.3360  7.6431  0.423
H  -7.5093  -1.7407  5.5907  0.324
C  -0.8369  -4.8287  -2.7495  -0.617
C  -2.1641  -5.4972  -2.8417  0.436
C  -2.9056  -5.1484  -4.1012  -0.768
O  -2.0287  -6.9227  -2.6888  -0.618
H  -0.2189  -5.1778  -3.5914  0.286
H  -0.2612  -5.0641  -1.8672  0.458
H  -0.9461  -3.7350  -2.8294  -0.179
H  -2.6692  -5.2223  -1.9142  0.247
H  -2.1506  -5.1254  -4.8787  -0.020
H  -3.3406  -4.1440  -3.9981  0.101
H  -3.7200  -5.8553  -4.2860  0.388
H  -1.2933  -7.2072  -3.2525  0.358
C  2.2989  -3.0139  6.0094  -0.783
C  1.3975  -2.4337  7.0524  0.867
C  1.2745  -3.3588  8.2434  -1.520
O  1.9776  -1.1680  7.4807  -0.573
H  2.5019  -2.2155  5.2809  -0.231
H  1.7886  -3.8939  5.5940  0.287
H  3.2839  -3.2802  6.4048  0.560
H  0.3890  -2.2082  6.7201  0.000
H  0.6790  -2.9243  9.0717  0.442
H  2.2506  -3.7497  8.5307  0.365
H  0.6357  -4.2275  8.0059  0.345
H  1.6853  -0.8414  8.3341  0.318
C  -0.0438  -0.2744  4.3657  -0.180
C  0.6790  0.8738  5.0247  0.622
C  2.0750  0.9308  4.4619  -0.894
O  0.0009  2.1018  4.6790  -0.079
H  0.0629  -0.2184  3.2834  -0.375
H  -1.1258  -0.2361  4.5929  0.255
H  0.3503  -1.2551  4.6594  -0.015
H  0.7196  0.7495  6.1151  0.290
H  2.6947  0.1711  4.9449  0.332
H  2.5580  1.8765  4.6973  0.300
H  2.0184  0.8531  3.3785  -0.090
H  -0.4385  2.0150  3.8203  -0.474
C  1.9552  5.0838  4.6877  -0.388
C  0.7832  5.4291  5.5382  0.005
C  -0.4081  5.8156  4.6836  -0.624
O  0.4713  4.3610  6.4191  -0.657
H  1.7841  4.1687  4.1159  -0.326
H  2.8588  4.9826  5.2911  0.382
H  2.0881  5.8929  3.9737  0.202
H  1.1073  6.2665  6.1736  0.445
H  -0.2373  6.7888  4.2021  0.457
H  -1.2411  5.9693  5.3642  0.387
H  -0.6047  4.9912  4.0027  -0.259
H  0.1572  3.5965  5.8945  0.409
C  4.8430  3.6882  1.2752  -0.558
C  5.4663  5.0692  1.6992  0.283
C  4.4346  6.1263  1.3147  -0.887
O  5.7275  5.2011  3.0835  -0.532
H  3.8435  3.6879  1.6965  -0.059
H  5.4794  2.8566  1.5995  0.456
H  4.7222  3.6528  0.1722  0.109
H  6.3652  5.3125  1.0966  0.198
H  4.8583  7.0990  1.5856  0.422
H  3.5646  6.0098  1.9569  -0.121
H  4.2423  6.1730  0.2455  0.389
H  6.1370  4.3851  3.3990  0.355
C  6.9023  -0.3851  -2.1208  -1.409
C  5.6829  0.3684  -1.5485  0.670
C  4.4602  -0.2321  -2.1778  -0.551
O  5.6533  0.1840  -0.1137  -0.456
H  7.8225  0.0293  -1.7076  0.400
H  7.0415  -0.1739  -3.1891  0.429
H  6.9077  -1.4573  -1.8952  0.080
H  5.8011  1.4278  -1.8103  0.363
H  4.4029  -0.0754  -3.2510  0.644
H  3.5532  0.2030  -1.7774  -0.145
H  4.3464  -1.3135  -2.0584  -0.195
H  5.2157  -0.6799  0.0846  0.226
C  -3.4249  3.0829  3.6284  -1.917
C  -3.2504  2.3855  2.3087  1.415
C  -4.0287  3.1178  1.2594  -1.161
O  -1.8524  2.3683  1.9506  1.470
H  -2.6836  2.7458  4.3522  0.251
H  -4.4084  2.8675  4.0207  0.519
H  -3.2473  4.1540  3.5282  0.299
H  -3.5967  1.3348  2.2909  0.007
H  -3.8562  2.5178  0.3790  -0.032
H  -3.6197  4.1259  1.1522  -0.057
H  -5.0893  3.1340  1.4929  0.663
H  -1.5863  3.3008  1.7724  -1.039
C  -3.2868  0.6369  -3.8036  -1.240
C  -1.7889  0.2390  -3.7938  1.899
C  -1.2268  0.3732  -5.1977  -1.970
O  -1.0092  1.1093  -2.9422  1.295
H  -3.8410  -0.2222  -4.2178  0.466
H  -3.4748  1.4577  -4.4760  0.501
H  -3.6731  0.8857  -2.8168  -0.305
H  -1.7420  -0.8303  -3.5742  -0.427
H  -1.7116  -0.3606  -5.8374  0.409
H  -0.1787  0.1210  -5.1212  0.367
H  -1.3626  1.3934  -5.5449  0.374
H  -1.2722  0.9285  -2.0134  -0.740
C  -2.2771  -3.8949  2.8424  -0.939
C  -1.0686  -4.8645  2.4997  0.227
C  0.0403  -4.1100  1.7993  -0.171
O  -0.5076  -5.4340  3.6963  -0.534
H  -2.8887  -3.6559  1.9818  0.158
H  -1.8449  -3.0133  3.3096  0.101
H  -2.9262  -4.4863  3.4879  0.511
H  -1.3827  -5.6698  1.8337  0.263
H  -0.3439  -3.6101  0.9232  -0.040
H  0.7706  -4.8867  1.5552  0.205
H  0.5371  -3.4368  2.4902  -0.038
H  -1.2450  -5.7496  4.2396  0.304
C  -4.2219  -0.9765  -0.0247  0.242
C  -5.1633  -1.9518  -0.7385  0.191
C  -4.4804  -2.4706  -1.9674  -0.946
O  -5.4770  -3.1077  0.1007  -0.619
H  -3.9501  -0.1184  -0.6629  -0.432
H  -3.3138  -1.5329  0.2110  -0.362
H  -4.7259  -0.5556  0.8384  0.531
H  -6.1201  -1.4307  -0.9050  0.310
H  -4.3021  -1.6133  -2.6096  0.067
H  -5.1690  -3.1152  -2.5033  0.552
H  -3.6481  -3.0856  -1.6116  0.028
H  -5.8624  -2.8072  0.9325  0.344
C  0.7000  6.6170  1.1731  -1.517
C  -0.0304  5.4036  0.6698  1.130
C  0.8870  4.1793  0.6190  0.379
O  -1.1593  5.0533  1.4726  -0.526
H  0.9936  6.3817  2.1976  0.092
H  -0.0006  7.4531  1.1128  0.526
H  1.5775  6.8932  0.5823  0.401
H  -0.3748  5.5830  -0.3407  -0.490
H  1.8861  4.4407  0.2821  0.810
H  0.3823  3.4749  -0.0163  -0.913
H  0.9722  3.7737  1.6333  -0.659
H  -1.5134  5.8553  1.8731  0.271
C  -3.4321  6.6525  -2.8820  -1.600
C  -2.3726  5.5746  -3.0503  0.815
C  -2.6789  4.3345  -2.1822  0.345
O  -2.2291  5.2612  -4.3929  -0.639
H  -4.4296  6.3156  -3.1547  0.333
H  -3.1339  7.4677  -3.5392  0.429
H  -3.4734  6.9301  -1.8277  0.291
H  -1.4353  6.0423  -2.6920  0.004
H  -3.6803  4.0033  -2.4547  -0.044
H  -2.6761  4.5288  -1.1014  0.238
H  -2.0804  3.4696  -2.4891  -0.541
H  -1.4864  4.6236  -4.4512  0.489
C  -6.4812  1.9383  -1.2830  -0.554
C  -7.2272  3.2540  -1.6825  0.036
C  -6.3571  4.4863  -1.4852  -0.564
O  -7.5760  3.2415  -3.0723  -0.571
H  -6.3338  1.9674  -0.2048  0.169
H  -5.5380  1.7917  -1.8336  -0.081
H  -7.1492  1.0907  -1.4571  0.518
H  -8.1095  3.3664  -1.0436  0.330
H  -5.4441  4.3518  -2.0351  -0.244
H  -6.1696  4.6726  -0.4294  0.303
H  -6.9098  5.3545  -1.8708  0.447
H  -8.3813  2.7114  -3.1555  0.356
C  0.2644  -5.0013  -8.0288  -1.313
C  -0.9046  -4.0739  -7.9799  0.390
C  -0.7270  -3.0696  -6.8084  -0.821
O  -1.0255  -3.4615  -9.2310  -0.575
H  0.4885  -5.4532  -7.0696  0.322
H  1.0857  -4.3531  -8.3432  0.282
H  0.1172  -5.7285  -8.8360  0.354
H  -1.8203  -4.6543  -7.8395  0.272
H  -1.6807  -2.6020  -6.6657  0.478
H  0.0334  -2.3551  -7.1221  0.495
H  -0.4790  -3.5416  -5.8595  -0.205
H  -1.7935  -2.8883  -9.1548  0.346

As for the HOMO-LUMO gap: 9.7 eV. The lowest unoccupied orbital energy comes out at 0.0137 Eh. The highest occupied orbital energy is -9.34 eV. As for the total energy: -105764.7117 eV. The value obtained for the energy above the lowest of the compared OMol25 structures with the same formula, charge and spin is 16.4 kcal per mole. As for the spin multiplicity: 1.

[2]
C4H9NO in the gas phase. Source: the Open Molecules 2025 dataset; level of theory: ωB97M-V with the def2-TZVPD basis set.

Each line ends with the Mulliken charge.
Element x y z (Å)
C  0.1347  0.1132  -1.1672  -0.155
C  -0.0846  -1.9388  1.0291  -0.704
C  -0.1461  0.7325  0.9792  -0.407
C  -0.6332  1.1341  -0.3818  -0.573
N  0.5419  -0.7873  0.8242  -0.268
O  1.0913  0.5024  -2.0700  -0.509
H  1.1933  1.4637  -2.0575  0.302
H  1.5053  -0.8068  0.5088  0.271
H  -0.3580  -0.7994  -1.4746  0.363
H  -1.1250  -1.9191  1.3262  0.241
H  0.2689  -2.8313  0.5259  0.327
H  -0.9293  0.5229  1.7019  0.281
H  0.6052  1.3877  1.4116  0.284
H  -0.3500  2.1588  -0.6519  0.338
H  -1.7143  1.0674  -0.5040  0.208

As for the HOMO-LUMO gap (spin up / spin down): 6.5 / 7.0 eV. The lowest unoccupied orbital energy (spin up / spin down) comes out at 0.0302 / 0.0316 Eh. The highest occupied orbital energy (spin up / spin down) is -5.65 / -6.14 eV. As for the total energy: -7826.4772 eV. The value obtained for the energy above the lowest of the compared OMol25 structures with the same formula, charge and spin is 134.7 kcal per mole. As for the spin multiplicity: 1.

[3]
2 unconnected molecules or ions with the total composition C3H8O2. Source: the Open Molecules 2025 dataset; level of theory: ωB97M-V with the def2-TZVPD basis set.

Each line ends with the Mulliken charge.
Element x y z (Å)
O  1.5192  -1.1565  2.7660  -0.432
C  1.0276  -0.0108  2.5813  0.003
H  0.2127  0.3525  3.1585  0.267
H  1.4340  0.6096  1.7491  0.161
C  -0.1585  -0.2558  -1.5077  -0.233
O  0.6020  -0.6337  -0.3108  -0.514
C  -1.4222  0.4607  -0.9736  -0.866
H  0.4808  0.5260  -2.1132  0.238
H  -0.2627  -1.1879  -2.1028  0.267
H  1.6238  -0.7337  -0.4516  0.295
H  -1.1429  1.3509  -0.3898  0.253
H  -1.8167  0.9152  -1.9845  0.289
H  -2.0971  -0.2364  -0.4210  0.274

The SMILES is C=O.CCO. As for the HOMO-LUMO gap: 10.7 eV. The lowest unoccupied orbital energy comes out at 0.0306 Eh. The highest occupied orbital energy is -9.92 eV. As for the total energy: -7333.6506 eV. The value obtained for the energy above the lowest of the compared OMol25 structures with the same formula, charge and spin is 55.3 kcal per mole. As for the spin multiplicity: 1.

[4]
2 unconnected molecules or ions with the total composition C3H10N4. Source: the Open Molecules 2025 dataset; level of theory: ωB97M-V with the def2-TZVPD basis set.

Each line ends with the Mulliken charge.
Element x y z (Å)
C  0.1730  1.0734  1.7126  0.186
C  -1.4076  -0.5730  -2.6400  0.446
C  1.6491  -0.4940  0.5815  -0.978
N  -0.2583  -0.4721  -2.8130  -0.089
N  0.5631  0.4714  0.6142  -0.073
N  0.6317  0.8238  2.9058  -0.275
N  -2.5999  -0.7050  -2.2743  -0.306
H  -0.6082  1.8232  1.6241  0.343
H  1.4484  -1.3170  1.2685  0.393
H  1.7456  -0.9009  -0.4198  0.259
H  2.5967  -0.0254  0.8536  0.398
H  0.2337  0.8292  -0.2698  0.243
H  0.4617  -0.4463  -3.5165  0.339
H  0.2739  1.3127  3.7162  0.267
H  1.3722  0.1529  3.0703  0.231
H  -3.0204  -1.6308  -2.1784  0.308
H  -3.2548  0.0779  -2.2349  0.308

As for the HOMO-LUMO gap: 10.8 eV. Its net charge is +2. The lowest unoccupied orbital energy comes out at -0.2788 Eh. The highest occupied orbital energy is -18.42 eV. As for the total energy: -9216.5448 eV. The value obtained for the energy above the lowest of the compared OMol25 structures with the same formula, charge and spin is 8.3 kcal per mole. As for the spin multiplicity: 1.